Entry 1:
{"formula": "C23H26FN3O5", "method": "ωB97M-V/def2-TZVPD", "symbols": ["C", "O", "C", "C", "C", "C", "N", "O", "C", "C", "O", "N", "C", "C", "N", "C", "C", "C", "C", "F", "C", "C", "C", "C", "C", "C", "C", "O", "C", "C", "O", "C", "H", "H", "H", "H", "H", "H", "H", "H", "H", "H", "H", "H", "H", "H", "H", "H", "H", "H", "H", "H", "H", "H", "H", "H", "H", "H"], "coordinates": [[-4.174, -2.078, -3.486], [-4.625, -2.091, -2.153], [-4.061, -1.219, -1.277], [-3.065, -0.319, -1.595], [-2.561, 0.540, -0.616], [-1.523, 1.482, -0.964], [-1.016, 1.553, -2.135], [-0.042, 2.508, -2.206], [0.076, 3.194, -0.948], [1.503, 3.276, -0.400], [1.877, 4.337, 0.070], [2.295, 2.186, -0.415], [1.978, 0.836, -0.815], [2.128, -0.114, 0.389], [3.460, -0.034, 0.946], [4.457, -0.885, 0.485], [4.182, -2.251, 0.333], [5.157, -3.141, -0.066], [6.436, -2.676, -0.309], [7.396, -3.546, -0.700], [6.750, -1.341, -0.155], [5.764, -0.454, 0.235], [3.762, 1.330, 1.324], [3.635, 2.290, 0.135], [-0.897, 2.472, -0.001], [-3.064, 0.476, 0.679], [-4.062, -0.428, 1.018], [-4.569, -0.528, 2.292], [-4.113, 0.366, 3.276], [-4.582, -1.288, 0.038], [-5.548, -2.229, 0.185], [-6.327, -2.317, 1.356], [-3.111, -2.331, -3.555], [-4.346, -1.106, -3.960], [-4.760, -2.839, -3.999], [-2.657, -0.244, -2.587], [-0.227, 4.235, -1.116], [0.977, 0.753, -1.220], [2.687, 0.530, -1.595], [1.903, -1.128, 0.065], [1.412, 0.168, 1.170], [3.197, -2.631, 0.553], [4.936, -4.191, -0.179], [7.754, -0.999, -0.348], [6.032, 0.586, 0.335], [4.753, 1.386, 1.769], [3.033, 1.625, 2.088], [3.791, 3.323, 0.447], [4.356, 2.027, -0.646], [-1.638, 3.148, 0.423], [-0.382, 1.960, 0.816], [-2.667, 1.137, 1.430], [-4.680, 0.120, 4.172], [-3.046, 0.236, 3.480], [-4.310, 1.407, 3.001], [-6.830, -1.374, 1.579], [-7.072, -3.083, 1.138], [-5.733, -2.623, 2.219]], "mulliken_charge": [-0.928, -0.437, 0.613, -0.841, -0.610, 0.478, -0.535, -0.344, -0.206, 0.472, -0.696, 0.044, -0.645, -0.773, 0.101, 0.706, -0.186, -0.695, 0.309, -0.338, -0.850, -0.265, -1.219, -0.699, -0.814, -0.705, 1.121, -0.486, -0.919, 0.915, -0.472, -0.794, 0.366, 0.362, 0.228, 0.663, 0.572, 0.447, 0.152, 0.346, 0.216, 0.440, 0.418, 0.418, 0.265, 0.559, 0.392, 0.405, 0.360, 0.602, 0.284, 0.440, 0.248, 0.332, 0.349, 0.310, 0.280, 0.248], "lumo_energy_ev": 0.4, "smiles": "COc1cc(C2=NO[C@H](C(=O)N3CCN(c4ccc(F)cc4)CC3)C2)cc(OC)c1OC", "orbital_gap_ev": 8.2, "e_above_lowest_ev": 3.906, "max_force_ev_per_a": 1.2, "energy_ev": -41695.4958, "homo_ev": -7.8}

Entry 2:
{"formula": "C23H26FN5O3S", "method": "ωB97M-V/def2-TZVPD", "symbols": ["C", "C", "O", "C", "O", "N", "C", "C", "N", "C", "O", "C", "C", "C", "N", "C", "N", "C", "N", "C", "C", "S", "C", "C", "C", "C", "C", "F", "C", "C", "C", "C", "C", "H", "H", "H", "H", "H", "H", "H", "H", "H", "H", "H", "H", "H", "H", "H", "H", "H", "H", "H", "H", "H", "H", "H", "H", "H", "H"], "coordinates": [[-4.657, -4.268, 1.136], [-4.055, -3.112, 0.359], [-4.990, -2.031, 0.357], [-4.854, -1.130, -0.620], [-4.069, -1.223, -1.537], [-5.766, -0.110, -0.506], [-5.472, 1.098, -1.250], [-4.755, 2.098, -0.304], [-4.210, 1.363, 0.816], [-3.024, 0.684, 0.807], [-2.753, -0.114, 1.683], [-2.021, 1.040, -0.281], [-1.044, -0.122, -0.477], [0.048, 0.275, -1.470], [0.738, 1.460, -1.022], [1.956, 1.505, -0.443], [2.302, 2.684, 0.098], [3.495, 2.837, 0.636], [4.449, 1.942, 0.721], [4.153, 0.751, 0.197], [2.915, 0.465, -0.401], [2.854, -1.187, -0.989], [4.479, -1.496, -0.440], [5.165, -2.693, -0.576], [6.454, -2.768, -0.086], [7.051, -1.672, 0.529], [6.355, -0.488, 0.656], [6.951, 0.554, 1.251], [5.051, -0.372, 0.175], [-0.153, 2.593, -0.896], [-1.244, 2.295, 0.133], [-5.266, 0.856, 1.677], [-6.342, 0.175, 0.793], [-5.576, -4.604, 0.663], [-3.950, -5.092, 1.165], [-4.880, -3.956, 2.153], [-3.134, -2.756, 0.834], [-3.835, -3.393, -0.676], [-6.404, 1.520, -1.633], [-4.836, 0.813, -2.089], [-3.983, 2.658, -0.826], [-5.473, 2.815, 0.105], [-2.531, 1.210, -1.231], [-0.600, -0.387, 0.484], [-1.587, -0.986, -0.859], [-0.408, 0.500, -2.441], [0.741, -0.551, -1.610], [3.703, 3.813, 1.053], [4.696, -3.538, -1.053], [7.009, -3.688, -0.180], [8.058, -1.732, 0.910], [-0.604, 2.781, -1.876], [0.436, 3.458, -0.592], [-0.778, 2.122, 1.105], [-1.909, 3.155, 0.225], [-4.807, 0.138, 2.357], [-5.694, 1.681, 2.253], [-7.197, 0.836, 0.630], [-6.691, -0.751, 1.245]], "mulliken_charge": [-1.415, -0.123, -0.281, 0.901, -0.650, -0.044, -0.950, -0.600, 0.149, -0.261, -0.695, 0.836, -0.700, -1.210, 0.130, 1.473, -0.480, -0.455, -0.603, 0.193, -0.067, -0.497, 0.636, -0.701, -0.430, -0.747, 0.231, -0.290, 0.112, -1.056, -0.664, -0.829, -0.718, 0.328, 0.419, 0.331, 0.182, 0.382, 0.337, 0.454, 0.291, 0.486, 0.513, 0.181, 0.392, 0.273, 0.396, 0.446, 0.410, 0.381, 0.448, 0.341, 0.532, 0.265, 0.444, 0.419, 0.411, 0.356, 0.388], "lumo_energy_ev": 0.5, "smiles": "CCOC(=O)N1CCN(C(=O)C2CCN(c3ncnc4c3sc3cccc(F)c34)CC2)CC1", "orbital_gap_ev": 8.4, "e_above_lowest_ev": 0.000, "max_force_ev_per_a": 0.8, "energy_ev": -51420.8965, "homo_ev": -7.9}

Entry 3:
{"formula": "C23H26GeN4O4Pd", "method": "ωB97M-V/def2-TZVPD", "symbols": ["Pd", "C", "C", "N", "O", "C", "C", "N", "O", "H", "H", "H", "H", "H", "H", "H", "O", "C", "N", "C", "O", "C", "C", "C", "C", "N", "C", "H", "H", "H", "H", "H", "H", "H", "H", "Ge", "C", "C", "C", "C", "C", "C", "C", "C", "C", "C", "C", "C", "H", "H", "H", "H", "H", "H", "H", "H", "H", "H", "H"], "coordinates": [[1.275, 0.127, 1.020], [3.495, 3.064, 3.202], [3.066, 1.943, 2.315], [1.810, 1.706, 2.097], [0.914, 2.529, 2.801], [4.007, 1.104, 1.633], [5.463, 1.392, 1.507], [3.453, 0.084, 1.018], [4.097, -0.657, 0.209], [2.765, 3.262, 3.982], [3.600, 3.971, 2.604], [4.463, 2.839, 3.646], [0.041, 2.142, 2.646], [5.671, 2.457, 1.406], [5.831, 0.881, 0.620], [6.027, 1.014, 2.363], [-5.127, -3.304, -1.149], [-4.389, -4.024, -0.187], [-3.042, -3.512, -0.220], [-1.983, -4.318, 0.060], [-2.103, -5.493, 0.343], [-0.625, -3.674, 0.020], [0.469, -4.462, -0.301], [1.712, -3.898, -0.319], [1.869, -2.550, -0.008], [0.818, -1.781, 0.335], [-0.412, -2.352, 0.351], [-6.059, -3.507, -1.025], [-4.339, -5.093, -0.422], [-4.819, -3.893, 0.816], [-2.877, -2.585, -0.592], [0.305, -5.509, -0.522], [2.588, -4.474, -0.571], [2.833, -2.037, -0.036], [-1.223, -1.719, 0.670], [-0.901, 1.063, 0.478], [-1.979, 0.129, -0.834], [-1.394, -0.482, -1.939], [-2.183, -1.116, -2.900], [-3.558, -1.146, -2.760], [-4.153, -0.535, -1.662], [-3.371, 0.099, -0.706], [-0.281, 2.715, -0.386], [-0.483, 3.954, 0.199], [0.154, 5.094, -0.310], [0.991, 4.998, -1.407], [1.198, 3.758, -2.015], [0.572, 2.634, -1.511], [-1.862, 1.518, 1.585], [-0.305, -0.472, -2.063], [-1.704, -1.584, -3.750], [-4.174, -1.651, -3.492], [-5.226, -0.565, -1.543], [-3.864, 0.563, 0.137], [-1.130, 4.070, 1.057], [-0.011, 6.054, 0.161], [1.482, 5.881, -1.792], [1.850, 3.683, -2.873], [0.757, 1.664, -1.985]], "mulliken_charge": [-0.059, -1.590, 0.420, 0.271, -0.504, 0.351, -1.400, 0.244, -0.761, 0.476, 0.306, 0.395, 0.390, 0.354, 0.396, 0.287, -0.440, -0.580, 0.026, 0.037, -0.665, 0.460, -0.311, -0.837, -0.494, -0.091, -0.696, 0.282, 0.394, 0.322, 0.091, 0.505, 0.430, 0.779, 1.140, 0.892, 0.013, 0.085, -0.598, -0.470, -0.722, -0.473, 0.429, -0.187, -0.661, -0.441, -0.739, -0.087, -0.265, 0.178, 0.420, 0.381, 0.358, 0.301, 0.330, 0.397, 0.394, 0.401, 0.138], "lumo_energy_ev": 0.1, "orbital_gap_ev": 7.8, "e_above_lowest_ev": 0.000, "max_force_ev_per_a": 0.9, "energy_ev": -98416.4247, "homo_ev": -7.7}

Entry 4:
{"formula": "C23H26I2N2O8P2TaTe", "method": "ωB97M-V/def2-TZVPD", "symbols": ["Ta", "I", "C", "C", "C", "I", "C", "O", "C", "C", "N", "C", "C", "C", "C", "C", "C", "N", "C", "H", "H", "H", "H", "H", "H", "H", "H", "H", "H", "H", "C", "C", "O", "P", "O", "O", "O", "P", "O", "O", "O", "H", "H", "H", "H", "H", "H", "H", "C", "Te", "C", "C", "C", "C", "C", "C", "C", "H", "H", "H", "H", "H", "H", "H", "H"], "coordinates": [[-0.437, 0.569, 0.273], [1.186, 1.622, 7.689], [1.102, 1.446, 5.625], [2.123, 0.796, 4.938], [2.078, 0.681, 3.554], [3.585, -0.338, 2.557], [1.009, 1.231, 2.865], [0.896, 1.153, 1.493], [-0.033, 1.855, 3.543], [-1.196, 2.357, 2.745], [-1.824, 1.223, 1.949], [-2.255, 0.089, 2.821], [-1.260, -1.029, 2.765], [-1.143, -1.986, 3.753], [-0.267, -3.045, 3.563], [0.469, -3.128, 2.385], [0.314, -2.140, 1.443], [-0.534, -1.107, 1.634], [0.018, 1.966, 4.924], [2.958, 0.376, 5.482], [-1.964, 2.779, 3.393], [-0.900, 3.125, 2.025], [-2.667, 1.608, 1.526], [-2.404, 0.435, 3.844], [-3.213, -0.278, 2.447], [-1.735, -1.906, 4.655], [-0.161, -3.805, 4.326], [1.154, -3.943, 2.203], [0.866, -2.158, 0.509], [-0.782, 2.466, 5.456], [-2.294, 0.659, -3.948], [-2.980, 0.343, -2.624], [-4.385, 0.138, -2.738], [-2.929, 1.761, -1.487], [-4.032, 1.584, -0.389], [-3.167, 2.999, -2.377], [-1.629, 1.904, -0.659], [-2.280, -1.233, -1.917], [-3.288, -1.640, -0.766], [-1.941, -2.193, -2.948], [-1.064, -0.703, -1.011], [-2.777, 1.502, -4.441], [-2.339, -0.225, -4.584], [-1.242, 0.907, -3.797], [-4.658, 0.178, -3.667], [-4.912, 1.305, -0.702], [-3.371, 3.881, -2.027], [-3.934, -2.318, -1.023], [3.297, 0.042, -1.183], [1.647, 1.349, -1.608], [1.375, 0.114, -3.346], [2.759, -0.441, -3.587], [3.108, -0.928, -4.842], [4.376, -1.446, -5.051], [5.301, -1.467, -4.015], [4.961, -0.973, -2.766], [3.685, -0.466, -2.549], [2.968, -0.738, -0.497], [4.066, 0.638, -0.697], [1.041, 0.750, -4.164], [0.627, -0.651, -3.136], [2.395, -0.897, -5.657], [4.648, -1.819, -6.028], [6.296, -1.855, -4.186], [5.691, -0.974, -1.967]], "mulliken_charge": [1.879, 0.246, -0.598, -0.189, -0.372, 0.185, 0.393, -0.124, 0.671, -1.223, -0.293, -1.187, 0.968, -1.049, -0.478, -0.823, -0.339, 0.426, -0.660, 0.445, 0.580, 0.328, 0.295, 0.532, 0.584, 0.615, 0.490, 0.511, 0.586, 0.499, -1.745, 1.086, -0.610, 0.413, -0.488, -0.502, -0.524, 0.846, -0.489, -0.697, -0.740, 0.556, 0.531, 0.373, 0.428, 0.370, 0.406, 0.383, -0.594, 0.101, -0.697, 0.370, -0.763, -0.656, -0.623, -0.800, 0.344, 0.173, 0.711, 0.688, 0.422, 0.477, 0.435, 0.434, 0.485], "lumo_energy_ev": -10.1, "charge": 3, "orbital_gap_ev": 5.5, "e_above_lowest_ev": 0.799, "max_force_ev_per_a": 0.5, "energy_ev": -87240.1790, "homo_ev": -15.6}